1.
The following is a DFT calculation (the ωB97M-V functional and the def2-TZVPD basis) of one molecule with the formula C5H7NO.

Geometry as ORCA input:
```
! RIJCOSX wB97M-V def2-TZVPD def2/J DEFGRID3
* xyz 0 1
C 2.23 -0.12 -0.14
C 0.97 0.15 0.62
C -0.05 -0.74 0.54
C -1.19 0.02 0.15
N -2.28 -0.54 -0.51
C -0.82 1.33 0.25
O 0.52 1.42 0.52
H 1.82 -0.32 -1.13
H 2.76 -1.01 0.20
H 2.91 0.74 -0.25
H 0.08 -1.82 0.45
H -2.53 -1.45 -0.15
H -3.09 0.05 -0.64
H -1.33 2.27 0.11
*
```

Its HOMO energy is -7.70 eV. The lowest unoccupied orbital energy comes out at 1.05 eV. The value obtained for the calculated total energy is -324.660661 hartree. As for the energy above the lowest of the compared OMol25 structures with the same formula, charge and spin: 40.0 kcal per mole. The calculation puts the HOMO-LUMO gap at 0.3216 hartree. Its largest force on an atom is 0.01214 Eh/bohr.

In elementary charge units, the Mulliken charges are:
1. C -1.09
2. C 0.34
3. C -0.57
4. C 0.74
5. N -0.53
6. C -0.67
7. O -0.37
8. H 0.29
9. H 0.33
10. H 0.32
11. H 0.35
12. H 0.23
13. H 0.22
14. H 0.42

2.
The following is a DFT calculation (the ωB97M-V functional and the def2-TZVPD basis) of an isolated ion of composition C4H7BrNO and charge +1 at a distorted geometry.

Geometry as ORCA input:
```
! RIJCOSX wB97M-V def2-TZVPD def2/J DEFGRID3
* xyz 1 1
O 0.17 1.34 1.82
C 0.38 0.12 1.32
N -0.64 0.00 0.21
C -0.09 -0.21 -1.16
C 1.36 -0.09 -1.01
C 1.76 0.07 0.25
Br 3.37 0.41 1.15
H 0.79 1.46 2.48
H 0.44 -0.60 2.08
H -1.24 0.90 0.28
H -1.44 -0.75 0.53
H -0.45 0.44 -1.86
H -0.40 -1.26 -1.55
H 2.14 -0.24 -1.82
*
```

Its HOMO energy is -13.73 eV. The lowest unoccupied orbital energy comes out at -3.74 eV. The value obtained for the calculated total energy is -2860.297042 hartree. As for the energy above the lowest of the compared OMol25 structures with the same formula, charge and spin: 35.3 kcal per mole. The calculation puts the HOMO-LUMO gap at 0.3672 hartree. Its largest force on an atom is 0.11647 Eh/bohr.

In elementary charge units, the Mulliken charges are:
1. O -0.47
2. C -0.27
3. N -0.25
4. C -0.48
5. C -0.14
6. C -0.04
7. Br -0.04
8. H 0.37
9. H 0.44
10. H 0.43
11. H 0.45
12. H 0.35
13. H 0.27
14. H 0.38

3.
The following is a DFT calculation (the ωB97M-V functional and the def2-TZVPD basis) of a 4-piece molecular cluster, C23H53N2O14PS2 overall at a distorted geometry.

Geometry as ORCA input:
```
! RIJCOSX wB97M-V def2-TZVPD def2/J DEFGRID3
* xyz 0 1
H -4.17 0.72 -0.11
N -3.39 1.17 -0.58
C -2.55 0.31 -0.93
C -2.76 -1.16 -0.70
C -1.27 0.64 -1.65
C -0.64 2.01 -1.31
P 0.28 1.85 0.30
O 1.85 1.83 0.06
O -0.01 3.14 1.17
S -0.23 0.27 1.31
O -1.57 3.11 -1.31
S -2.06 3.25 -2.86
O -3.12 2.40 -3.21
O -2.29 4.61 -3.09
O -0.69 2.72 -3.56
C 0.24 2.39 -2.54
C 1.23 3.57 -2.47
N 0.64 4.87 -2.15
C 0.88 5.36 -0.79
O 1.03 1.24 -2.71
C 1.52 1.00 -4.03
C 2.98 0.62 -3.92
O 3.67 1.59 -3.18
C 4.99 1.21 -2.84
C 5.31 1.56 -1.40
H -2.05 -1.56 0.02
H -3.77 -1.36 -0.39
H -2.64 -1.65 -1.66
H -0.57 -0.12 -1.36
H -1.43 0.51 -2.71
H 2.11 0.96 -0.29
H 0.39 2.92 2.03
H 2.09 3.34 -1.86
H 1.62 3.66 -3.48
H 1.11 5.52 -2.77
H 1.66 4.82 -0.27
H -0.03 5.28 -0.21
H 1.15 6.41 -0.84
H 1.00 0.17 -4.48
H 1.46 1.87 -4.67
H 3.01 -0.32 -3.37
H 3.42 0.48 -4.91
H 5.68 1.75 -3.49
H 5.16 0.15 -2.98
H 5.28 0.69 -0.76
H 6.31 1.96 -1.32
H 4.63 2.31 -1.00
C -4.71 -3.65 4.36
O -4.09 -4.80 3.80
C -4.07 -4.78 2.39
C -2.70 -4.40 1.86
O -2.37 -3.05 2.17
C -1.48 -2.93 3.27
H -4.51 -3.65 5.43
H -4.30 -2.73 3.93
H -5.79 -3.68 4.20
H -4.83 -4.10 1.99
H -4.31 -5.79 2.04
H -2.70 -4.48 0.77
H -1.94 -5.08 2.25
H -0.47 -3.24 2.97
H -1.81 -3.52 4.13
H -1.46 -1.88 3.56
C -10.43 -5.83 1.92
O -10.85 -5.30 3.16
C -9.96 -5.57 4.23
C -9.10 -4.38 4.56
O -8.20 -4.06 3.51
C -8.63 -2.96 2.73
H -11.06 -5.40 1.15
H -9.39 -5.58 1.71
H -10.55 -6.92 1.91
H -9.33 -6.44 3.99
H -10.56 -5.83 5.10
H -8.49 -4.61 5.44
H -9.73 -3.51 4.81
H -8.51 -2.02 3.28
H -9.68 -3.06 2.42
H -8.01 -2.92 1.84
C 9.60 1.71 -2.27
O 9.20 2.37 -1.08
C 10.13 2.19 -0.01
C 11.00 3.41 0.18
O 11.87 3.61 -0.92
C 11.43 4.63 -1.80
H 8.95 2.06 -3.07
H 10.64 1.93 -2.53
H 9.47 0.62 -2.16
H 10.74 1.30 -0.18
H 9.54 2.02 0.90
H 11.62 3.25 1.06
H 10.38 4.29 0.35
H 11.57 5.61 -1.35
H 10.38 4.50 -2.07
H 12.04 4.57 -2.70
*
```

Its HOMO energy is -8.95 eV. The lowest unoccupied orbital energy comes out at 0.41 eV. The value obtained for the calculated total energy is -3208.602026 hartree. The calculation puts the HOMO-LUMO gap at 0.3439 hartree. Its largest force on an atom is 0.05047 Eh/bohr.

In elementary charge units, the Mulliken charges are:
1. H 0.28
2. N -0.54
3. C 0.37
4. C -1.47
5. C -1.84
6. C 1.78
7. P 0.58
8. O -0.41
9. O -0.46
10. S -0.34
11. O -0.42
12. S 1.32
13. O -0.60
14. O -0.69
15. O -0.49
16. C -0.15
17. C -1.30
18. N -0.26
19. C -0.86
20. O -0.20
21. C -0.62
22. C -0.63
23. O -0.17
24. C -0.36
25. C -0.73
26. H 0.17
27. H 0.48
28. H 0.38
29. H 0.67
30. H 0.93
31. H 0.32
32. H 0.38
33. H 0.33
34. H 0.72
35. H 0.33
36. H 0.23
37. H 0.22
38. H 0.38
39. H 0.24
40. H 0.38
41. H 0.45
42. H 0.35
43. H 0.29
44. H 0.37
45. H 0.31
46. H 0.12
47. H 0.14
48. C -0.24
49. O -0.39
50. C -0.38
51. C -0.63
52. O -0.15
53. C -0.90
54. H 0.29
55. H 0.25
56. H -0.11
57. H 0.20
58. H 0.39
59. H 0.37
60. H 0.37
61. H 0.29
62. H 0.40
63. H 0.24
64. C -0.67
65. O -0.37
66. C -0.59
67. C -0.50
68. O -0.24
69. C -0.88
70. H 0.24
71. H 0.26
72. H 0.32
73. H 0.34
74. H 0.37
75. H 0.35
76. H 0.38
77. H 0.33
78. H 0.41
79. H 0.22
80. C -0.84
81. O -0.28
82. C -0.52
83. C -0.55
84. O -0.37
85. C -0.66
86. H 0.22
87. H 0.44
88. H 0.31
89. H 0.35
90. H 0.37
91. H 0.36
92. H 0.34
93. H 0.32
94. H 0.26
95. H 0.24

4.
The following is a DFT calculation (the ωB97M-V functional and the def2-TZVPD basis) of a 10-piece molecular cluster, C44H89F6N3O19 overall at a distorted geometry.

Geometry as ORCA input:
```
! RIJCOSX wB97M-V def2-TZVPD def2/J DEFGRID3
* xyz 0 1
C 17.18 1.84 -16.65
C 17.88 2.77 -15.65
O 16.96 3.62 -14.99
C 16.45 3.20 -13.87
O 16.64 2.15 -13.38
C 15.46 4.22 -13.27
F 15.22 5.26 -14.09
F 14.33 3.60 -12.96
F 16.01 4.71 -12.14
H 16.60 2.39 -17.38
H 16.64 1.08 -16.09
H 17.94 1.34 -17.25
H 18.62 3.39 -16.17
H 18.44 2.13 -14.96
C 17.74 6.49 -8.98
C 16.73 5.40 -8.73
O 17.42 4.14 -8.83
C 16.70 3.08 -9.01
O 15.57 3.06 -9.20
C 17.56 1.83 -9.00
F 17.74 1.36 -10.22
F 18.72 2.05 -8.44
F 16.97 0.85 -8.35
H 17.28 7.43 -9.30
H 18.33 6.28 -9.89
H 18.47 6.59 -8.19
H 15.85 5.44 -9.36
H 16.45 5.55 -7.68
C 22.60 -2.42 -14.87
O 23.59 -3.38 -14.65
C 24.87 -2.85 -14.46
C 25.05 -2.08 -13.19
O 24.52 -0.78 -13.31
C 24.22 -0.08 -12.16
C 25.42 0.23 -11.27
O 25.94 -0.95 -10.73
C 27.13 -0.76 -10.00
H 21.65 -2.90 -15.06
H 22.81 -1.74 -15.72
H 22.51 -1.69 -14.05
H 25.23 -2.27 -15.33
H 25.53 -3.72 -14.39
H 26.10 -2.00 -12.92
H 24.50 -2.62 -12.41
H 23.43 -0.57 -11.57
H 23.85 0.90 -12.47
H 25.15 1.04 -10.57
H 26.15 0.70 -11.96
H 26.99 -0.03 -9.19
H 27.95 -0.44 -10.65
H 27.35 -1.70 -9.48
C 19.06 -5.71 -19.60
O 20.12 -5.09 -18.95
C 19.91 -3.72 -18.76
C 21.18 -3.11 -18.26
O 22.10 -2.89 -19.27
C 23.38 -2.58 -18.73
C 24.22 -2.00 -19.85
O 24.76 -3.04 -20.57
C 25.08 -2.72 -21.90
H 18.15 -5.73 -18.99
H 19.37 -6.73 -19.83
H 18.89 -5.23 -20.58
H 19.12 -3.52 -18.02
H 19.60 -3.21 -19.68
H 21.57 -3.73 -17.44
H 20.98 -2.18 -17.71
H 23.85 -3.50 -18.35
H 23.28 -1.83 -17.94
H 24.99 -1.29 -19.52
H 23.47 -1.39 -20.37
H 25.31 -3.63 -22.45
H 25.96 -2.06 -21.95
H 24.25 -2.18 -22.38
C 19.69 -1.89 -9.29
O 19.10 -2.80 -10.16
C 17.72 -2.78 -10.03
C 17.12 -3.85 -10.91
O 17.52 -3.63 -12.26
C 17.17 -4.68 -13.09
C 17.80 -4.48 -14.43
O 17.27 -3.33 -15.03
C 16.09 -3.46 -15.82
H 19.38 -0.86 -9.49
H 20.76 -1.95 -9.48
H 19.54 -2.16 -8.24
H 17.24 -1.84 -10.37
H 17.39 -3.00 -9.00
H 16.03 -3.78 -10.92
H 17.42 -4.85 -10.56
H 16.08 -4.74 -13.24
H 17.46 -5.67 -12.71
H 17.64 -5.38 -15.05
H 18.88 -4.40 -14.40
H 15.21 -3.70 -15.20
H 16.13 -4.24 -16.59
H 15.95 -2.47 -16.25
C 13.86 -5.57 -8.82
O 12.51 -5.92 -8.73
C 11.57 -4.99 -9.20
C 11.76 -3.56 -8.73
O 12.83 -2.92 -9.33
C 12.94 -1.58 -8.91
C 14.12 -0.91 -9.57
O 13.86 -0.81 -10.94
C 14.83 -0.11 -11.68
H 14.47 -6.46 -8.65
H 14.13 -4.85 -8.04
H 14.14 -5.19 -9.81
H 10.63 -5.37 -8.81
H 11.52 -4.97 -10.30
H 11.79 -3.54 -7.63
H 10.79 -3.06 -8.95
H 13.13 -1.56 -7.82
H 12.01 -1.02 -9.12
H 15.05 -1.44 -9.31
H 14.19 0.10 -9.13
H 14.45 0.02 -12.69
H 15.81 -0.60 -11.70
H 14.98 0.88 -11.24
C 23.11 1.58 -21.23
O 23.56 1.17 -19.97
C 24.64 1.92 -19.54
C 24.65 2.14 -18.05
O 24.53 0.93 -17.33
C 24.74 1.11 -15.97
C 24.09 2.33 -15.36
O 22.73 2.53 -15.64
C 21.85 1.62 -15.00
H 22.25 0.98 -21.50
H 23.89 1.47 -22.00
H 22.76 2.62 -21.21
H 24.60 2.95 -19.92
H 25.55 1.36 -19.78
H 23.85 2.84 -17.76
H 25.59 2.65 -17.81
H 25.81 1.12 -15.73
H 24.36 0.22 -15.47
H 24.57 3.22 -15.78
H 24.31 2.37 -14.28
H 21.77 1.74 -13.91
H 22.00 0.61 -15.37
H 20.84 1.87 -15.37
C 18.08 -0.60 -13.43
C 18.99 -0.71 -14.54
N 19.72 -0.77 -15.42
H 18.53 -0.26 -12.50
H 17.45 -1.47 -13.27
H 17.32 0.15 -13.69
C 21.19 0.89 -18.11
C 20.44 1.90 -18.85
N 19.85 2.67 -19.46
H 22.06 1.35 -17.64
H 21.52 0.14 -18.82
H 20.63 0.46 -17.28
C 21.02 -2.99 -12.31
C 20.95 -1.54 -12.29
N 20.93 -0.39 -12.27
H 21.42 -3.38 -11.38
H 21.66 -3.23 -13.16
H 20.05 -3.47 -12.39
*
```

Its HOMO energy is -9.10 eV. The lowest unoccupied orbital energy comes out at 0.57 eV. The value obtained for the calculated total energy is -3922.626192 hartree. The calculation puts the HOMO-LUMO gap at 0.3551 hartree. Its largest force on an atom is 0.12376 Eh/bohr.

Atom charges from the Mulliken analysis, given in e for atoms 1 to 99:
1. C -0.93
2. C 0.38
3. O -0.32
4. C 0.03
5. O -0.32
6. C 0.80
7. F -0.25
8. F -0.23
9. F -0.26
10. H 0.38
11. H 0.19
12. H 0.16
13. H 0.43
14. H -0.22
15. C -1.28
16. C -0.18
17. O -0.22
18. C 0.03
19. O -0.51
20. C 1.20
21. F -0.19
22. F -0.27
23. F -0.26
24. H 0.38
25. H 0.33
26. H 0.35
27. H 0.33
28. H 0.30
29. C 0.92
30. O -0.48
31. C -0.72
32. C -0.50
33. O 0.20
34. C 0.15
35. C -0.95
36. O -0.26
37. C -0.84
38. H 0.82
39. H -1.05
40. H -0.51
41. H 0.15
42. H 0.45
43. H 0.41
44. H 0.33
45. H -0.08
46. H 0.08
47. H 0.53
48. H 0.34
49. H 0.32
50. H 0.33
51. H 0.25
52. C -0.71
53. O -0.30
54. C -0.69
55. C 0.72
56. O -0.42
57. C 0.66
58. C -0.68
59. O -0.41
60. C -0.76
61. H 0.21
62. H 0.26
63. H 0.33
64. H 0.22
65. H 0.39
66. H 0.12
67. H -0.39
68. H 0.50
69. H -0.51
70. H 0.38
71. H 0.14
72. H 0.29
73. H 0.30
74. H 0.29
75. C -0.85
76. O -0.29
77. C 0.14
78. C -0.85
79. O 0.31
80. C -0.80
81. C -0.44
82. O 0.11
83. C -0.93
84. H 0.21
85. H 0.26
86. H 0.36
87. H -0.34
88. H 0.57
89. H 0.32
90. H 0.35
91. H 0.30
92. H 0.43
93. H 0.46
94. H 0.03
95. H 0.30
96. H 0.26
97. H 0.22
98. C -0.58
99. O -0.42

5.
The following is a DFT calculation (the ωB97M-V functional and the def2-TZVPD basis) of an isolated ion of composition C4H7N2 and charge +1 at a distorted geometry.

Geometry as ORCA input:
```
! RIJCOSX wB97M-V def2-TZVPD def2/J DEFGRID3
* xyz 1 1
C -1.22 1.31 0.01
N -0.13 1.76 -0.03
C 1.07 1.14 -0.12
C 0.75 -0.41 0.23
N -0.62 -0.74 -0.30
C -1.82 -0.04 0.08
H 1.71 1.50 0.68
H 1.34 1.07 -1.20
H 1.37 -1.05 -0.43
H 0.82 -0.43 1.36
H -0.51 -0.97 -1.33
H -2.23 -0.21 1.14
H -2.50 -0.22 -0.65
*
```

Its HOMO energy (spin up / spin down) is -15.14 / -15.14 eV. The lowest unoccupied orbital energy (spin up / spin down) comes out at -5.90 / -5.90 eV. The value obtained for the calculated total energy is -265.748474 hartree. As for the energy above the lowest of the compared OMol25 structures with the same formula, charge and spin: 100.4 kcal per mole. The calculation puts the HOMO-LUMO gap (spin up / spin down) at 0.3397 / 0.3397 hartree. Its largest force on an atom is 0.11074 Eh/bohr.

In elementary charge units, the Mulliken charges are:
1. C 0.39
2. N -0.11
3. C -0.38
4. C -0.53
5. N -0.31
6. C -0.32
7. H 0.35
8. H 0.31
9. H 0.35
10. H 0.31
11. H 0.33
12. H 0.24
13. H 0.36